(1)
Below is one molecule with the formula C4H7NO2, with properties calculated with the ωB97M-V functional and the def2-TZVPD basis.

Results
* molar mass: 101.1 u
* F_max: 0.0109 Eh/bohr
* energy relative to the best compared isomer or geometry (same formula, charge and spin): 35.44 kcal/mol
* energy: -9845.74299 eV
* HOMO: -9.598 eV
* structure (SMILES): [H]/N=C(\C)OCC=O

Structure (XYZ):
```
14
Properties=species:S:1:pos:R:3:lowdin_charge:R:1
H 1.3430 -2.3700 -0.6574 0.083
H 0.1686 2.4330 -0.4196 0.131
N -1.1694 -0.2222 -0.2498 0.164
C 0.4869 -1.8628 -1.1084 0.003
H 0.7516 -1.5841 -2.1341 0.088
H -0.3187 0.4999 1.9244 0.129
C 0.0159 -0.6612 -0.3261 -0.477
H 1.2289 1.4048 1.8161 0.134
H -1.8584 -0.7830 -0.7285 0.075
C 0.3949 0.9799 1.2494 -0.151
O -1.3297 2.6303 0.9273 0.049
C -0.3375 2.0922 0.5099 -0.272
H -0.3484 -2.5662 -1.1673 0.082
O 0.9722 0.0094 0.3642 -0.037
```



(2)
Below is a 2-piece molecular cluster, C4H10N3O3 overall, with properties calculated with the ωB97M-V functional and the def2-TZVPD basis.

Results
* molar mass: 148.1 u
* F_max: 0.0775 Eh/bohr
* energy relative to the best compared isomer or geometry (same formula, charge and spin): 150.19 kcal/mol
* energy: -14909.75926 eV
* HOMO (alpha / beta): -13.093 / -13.094 eV
* charge: +1

Structure (XYZ):
```
20
Properties=species:S:1:pos:R:3:lowdin_charge:R:1
N 2.6094 1.3007 -0.2245 0.311
H 3.3042 0.7926 0.4528 0.210
H -1.6976 -1.6140 1.2557 0.128
H -2.9153 -0.9699 0.0050 0.078
H 0.5959 3.5873 -0.6575 0.212
H -1.8995 -2.1818 -0.3727 0.065
O -1.6098 1.0303 -0.0439 -0.049
H -2.1163 0.9079 0.7704 0.119
O 1.0241 -1.8618 -1.1860 0.096
H -0.9571 -0.1486 -1.4607 0.187
O 1.8203 -1.7923 0.7872 0.055
C -1.0760 -0.2026 -0.3032 -0.441
N 0.9640 -1.2593 -0.1216 -0.367
C 1.5378 1.7702 -0.3029 -0.224
H 1.2451 -2.4602 1.2934 0.182
N 0.6138 2.5206 -0.7090 0.239
C 0.2996 -0.2471 0.3410 -0.093
C -1.9584 -1.3280 0.1943 0.007
H 0.4845 -0.0928 1.3999 0.156
H -0.2687 2.2488 -1.1179 0.129
```